{"formula": "C54H52BrN5OS2SbTi", "method": "the ωB97M-V functional and the def2-TZVPD basis", "elements": ["Sb", "Br", "Ti", "S", "S", "O", "N", "N", "N", "N", "N", "C", "C", "C", "C", "C", "C", "C", "C", "C", "C", "C", "C", "C", "C", "C", "C", "C", "C", "C", "C", "C", "C", "C", "C", "C", "C", "C", "C", "C", "C", "C", "C", "C", "C", "C", "C", "C", "C", "C", "C", "C", "C", "C", "C", "C", "C", "C", "C", "C", "C", "C", "C", "C", "C", "H", "H", "H", "H", "H", "H", "H", "H", "H", "H", "H", "H", "H", "H", "H", "H", "H", "H", "H", "H", "H", "H", "H", "H", "H", "H", "H", "H", "H", "H", "H", "H", "H", "H", "H", "H", "H", "H", "H", "H", "H", "H", "H", "H", "H", "H", "H", "H", "H", "H", "H", "H"], "xyz": [[-0.45914, -2.92538, 2.57733], [-0.91474, 3.70446, 0.05912], [-0.01527, 0.56687, 0.31331], [5.08430, -0.81660, 0.10800], [-0.33495, -1.77346, 0.12357], [-0.04914, 1.17574, -1.34423], [2.78570, -1.66586, 1.23981], [1.52492, 1.75403, 1.26718], [-2.15109, 0.64125, 0.34302], [2.65367, -0.17463, -0.55721], [-0.50002, 0.65252, 2.26146], [5.46332, 1.80247, -2.95799], [-2.10171, 0.50991, 4.01141], [-0.29040, -4.86627, 1.76331], [3.86863, 2.42085, 2.55161], [0.10843, -0.64771, -3.35178], [-2.42580, -3.03976, 3.32407], [-1.48758, 0.19516, -5.04752], [-0.97810, 5.47021, -4.98135], [-1.20926, -6.97030, 1.02510], [-5.05768, -3.18960, 4.22857], [0.98967, -5.33857, 1.46864], [-2.92381, 0.60541, -0.75671], [1.69403, -2.45972, 4.72018], [-0.91037, 4.47591, -2.65115], [-2.27276, 6.22867, -4.65976], [3.35178, -0.90007, 0.25360], [1.36309, -4.85561, 6.09543], [-2.73646, 0.53760, 1.54793], [-0.34716, 1.89008, -3.63343], [-4.79800, -3.00961, 2.87619], [-1.01969, 5.03099, -6.44479], [4.10248, 2.01577, -3.19851], [0.70780, -3.35917, 4.31540], [2.89603, 1.70007, 3.21511], [1.71565, 1.41030, 2.55263], [5.86512, 0.93841, -1.95243], [-0.57098, 2.99266, -4.47269], [3.13292, 1.37771, -2.44198], [2.33745, -3.94878, 6.49983], [-1.79087, 0.55839, 2.66533], [1.16872, -6.61515, 0.95705], [-0.17337, 0.51315, -4.31027], [0.21994, 6.41088, -4.78701], [0.96906, 0.56042, -5.33836], [3.52108, 0.51459, -1.42243], [-4.89875, 0.40663, 0.55837], [-4.00498, -3.29441, 5.13097], [0.06608, -7.43265, 0.73439], [-0.36510, 2.13608, -2.27153], [-1.39067, -5.68884, 1.53884], [-4.29137, 0.49425, -0.68924], [3.62473, 2.87233, 1.25889], [2.44605, 2.51523, 0.65063], [-2.69073, -3.22199, 4.68209], [0.55346, -4.56755, 5.00289], [4.88227, 0.30539, -1.20057], [-0.69929, 3.41414, -1.80456], [-4.11181, 0.42126, 1.68787], [0.48840, 0.87920, 3.17311], [-0.82316, 4.27896, -4.03166], [-3.48453, -2.92633, 2.42354], [-1.07980, 0.56855, 4.94458], [2.50789, -2.75541, 5.81183], [0.23022, 0.79356, 4.51767], [-2.42402, 7.03142, -5.38569], [-6.08044, -3.25590, 4.57996], [2.08438, 1.54976, -2.63865], [-3.13970, 5.56389, -4.70355], [2.16584, -6.97386, 0.73427], [-1.15067, 5.90909, -7.08041], [-2.39394, -5.34790, 1.76774], [-0.09264, 4.54075, -6.75364], [-4.20732, -3.44129, 6.18468], [1.84288, -1.53143, 4.17407], [-2.41291, 0.66660, -1.70580], [-2.06827, -7.60769, 0.85594], [6.91583, 0.75917, -1.76199], [-2.33442, 0.19371, -4.35431], [2.96993, -4.17936, 7.34873], [3.79672, 2.68629, -3.99280], [1.02710, -0.40094, -5.85455], [-1.87893, -3.30684, 5.39562], [-3.28863, -2.78493, 1.36474], [1.02777, -0.52016, -2.78003], [-2.24624, 6.68669, -3.66835], [4.34163, 3.47967, 0.72298], [0.21039, -1.55710, -3.94931], [1.84177, -1.96016, 1.01449], [-1.15230, 5.44541, -2.23638], [6.20599, 2.30602, -3.56226], [0.26242, 6.79644, -3.76491], [-4.55001, 0.33340, 2.67209], [-1.85288, 4.35041, -6.64270], [-1.42407, -0.79569, -5.50406], [4.80197, 2.65710, 3.04753], [1.02576, 0.94610, 5.23676], [1.93140, 0.73591, -4.85368], [3.36701, -2.37032, 1.66244], [-0.70293, -0.81538, -2.64210], [0.20350, -8.42916, 0.33354], [-3.13140, 0.41853, 4.33101], [3.03839, 1.37840, 4.23787], [0.14455, 7.26369, -5.46712], [-5.97532, 0.32336, 0.64449], [3.27599, -2.05680, 6.12194], [-4.86976, 0.47642, -1.60205], [0.82527, 1.33080, -6.09741], [1.24126, -5.79301, 6.62462], [1.16019, 5.89276, -4.99236], [2.21401, 2.82256, -0.35957], [-1.30372, 0.50627, 6.00130], [-5.61773, -2.93628, 2.17024], [1.86236, -4.71708, 1.64719], [-0.55856, 2.81098, -5.53652], [-1.70464, 0.91594, -5.83846], [-0.18720, -5.29284, 4.68176]], "charge": 1, "spin_multiplicity": 3, "e_tot_ev": -187705.0648, "max_force_ev_per_a": 2.343, "molar_mass_g_mol": 1100.7, "relative_energy_kj_mol": 47.1, "homo_lumo_gap_ha": [0.204, 0.254]}